{"formula": "C5H7NO", "method": "wB97M-V/def2-TZVPD", "species": ["O", "C", "C", "N", "C", "C", "C", "H", "H", "H", "H", "H", "H", "H"], "xyz": [[0.3287, -2.5198, 0.3711], [0.2387, -1.3285, 0.2275], [1.1748, -0.2073, 0.6970], [0.4904, 1.0231, 0.1724], [0.0120, 0.5835, -1.1403], [-0.8338, -0.5132, -0.4357], [-1.0443, 0.6142, 0.6101], [2.1704, -0.3099, 0.2522], [1.2832, -0.2248, 1.7917], [0.8099, 0.3281, -1.8379], [-0.6202, 1.3842, -1.5373], [-1.6384, -1.0455, -0.9422], [-1.8187, 1.3041, 0.2634], [-0.5525, 0.9119, 1.5080]], "lumo_ha": 0.035, "gap_ev": 9.89, "energy_ha": -324.5859}

{"formula": "C5H7NO", "method": "wB97M-V/def2-TZVPD", "species": ["C", "N", "C", "C", "C", "C", "O", "H", "H", "H", "H", "H", "H", "H"], "xyz": [[-1.7997, 0.1044, 0.5967], [-0.5125, -0.1854, 0.0151], [0.0501, -1.4327, -0.1471], [1.3579, -1.2440, -0.5446], [1.5623, 0.1536, -0.6977], [0.4348, 0.7619, -0.2537], [0.1580, 2.0588, 0.0229], [-2.1666, 1.0507, 0.1983], [-1.7259, 0.1844, 1.6881], [-2.4920, -0.6991, 0.3416], [-0.5660, -2.3128, 0.0118], [2.2343, -1.5596, -0.0139], [2.5053, 0.5715, -1.0176], [0.9600, 2.5481, -0.1999]], "lumo_ha": 0.028, "gap_ev": 8.40, "smiles": "Cn1cccc1O", "energy_ha": -324.6585}

{"formula": "C5H7NO", "method": "wB97M-V/def2-TZVPD", "species": ["C", "C", "C", "O", "C", "C", "N", "H", "H", "H", "H", "H", "H", "H"], "xyz": [[1.0903, -0.3405, -1.5127], [0.3562, 0.1822, -0.3227], [0.6478, 1.3379, 0.5133], [-0.3567, 2.0576, 0.9463], [-0.8951, 0.7862, 1.5203], [-0.7165, -0.2307, 0.3992], [-1.5021, -1.3247, 0.3541], [1.0105, 0.3283, -2.3761], [0.6931, -1.3190, -1.8061], [2.1574, -0.4787, -1.2968], [1.6478, 1.6905, 0.7879], [-0.2383, 0.5307, 2.3766], [-1.4790, -1.9291, -0.4558], [-2.3678, -1.2848, 0.8772]], "lumo_ha": [0.010, 0.010], "gap_ev": [7.11, 7.11], "energy_ha": -324.5423}